The following is a DFT calculation (ωB97M-V/def2-TZVPD) of a 9-piece molecular cluster, C29H78N2O9 overall in a non-equilibrium geometry.

Positions of all 118 atoms, in Å:
C1 1.41861 -6.52563 -2.11119
C2 2.05212 -5.78578 -0.98015
C3 2.97593 -4.59184 -1.54918
O1 0.99139 -5.07457 -0.33030
H1 2.05128 -6.81939 -2.94876
H2 0.56912 -5.96297 -2.49833
H3 1.05690 -7.49944 -1.78107
H4 2.52410 -6.51354 -0.32008
H5 2.46041 -3.80024 -2.09296
H6 3.81117 -4.89150 -2.18217
H7 3.34837 -4.03344 -0.69036
H8 1.37770 -4.87092 0.52461
C4 -5.27979 -1.20171 1.23664
C5 -4.87997 -2.38174 0.42115
C6 -3.84742 -1.87620 -0.56893
O2 -4.34952 -3.34334 1.28873
H9 -5.94753 -1.48851 2.04901
H10 -5.81395 -0.45546 0.64851
H11 -4.46251 -0.74236 1.79265
H12 -5.77919 -2.77094 -0.05636
H13 -2.85730 -1.88507 -0.11320
H14 -4.05768 -0.84176 -0.84062
H15 -3.72969 -2.59280 -1.38178
H16 -3.50707 -3.70111 0.99909
C7 -2.44694 0.13185 -4.21791
C8 -3.88805 0.61679 -4.28153
C9 -4.24016 1.01318 -5.62462
O3 -4.73360 -0.50517 -4.02283
H17 -2.29658 -0.55090 -5.05418
H18 -2.04520 -0.30410 -3.30322
H19 -1.86208 1.00107 -4.51873
H20 -3.98656 1.32825 -3.46163
H21 -3.91624 0.29482 -6.37770
H22 -3.77536 1.92890 -5.99001
H23 -5.31943 1.14754 -5.69686
H24 -5.62280 -0.14370 -4.03933
C10 2.93440 -3.82320 4.07731
C11 2.24463 -4.55167 2.95289
C12 0.99487 -5.26268 3.56608
O4 1.81476 -3.61737 1.92563
H25 2.21988 -3.06474 4.39715
H26 3.78987 -3.21505 3.78335
H27 3.11669 -4.51147 4.90263
H28 2.95557 -5.33767 2.69820
H29 0.24655 -5.54491 2.82551
H30 0.49890 -4.63662 4.30782
H31 1.35152 -6.22217 3.94063
H32 1.14341 -3.10909 2.38665
C13 -0.64233 0.02702 -0.64699
C14 0.70405 0.04128 0.18381
C15 1.91936 -0.25457 -0.67477
O5 0.58563 1.31993 0.77193
H33 -0.51467 0.78781 -1.41706
H34 -1.55029 0.19498 -0.06776
H35 -0.78161 -0.91652 -1.17463
H36 0.59169 -0.70715 0.96823
H37 1.84405 -1.14266 -1.30224
H38 2.76248 -0.46989 -0.01835
H39 2.21026 0.65139 -1.20646
H40 1.46764 1.67449 0.63795
C16 6.10005 -1.01377 -3.26749
C17 5.82831 0.55098 -3.33434
C18 4.46357 0.85695 -3.93690
O6 5.94668 1.00518 -2.05822
H41 5.46856 -1.46729 -2.50353
H42 7.11416 -1.22005 -2.92523
H43 5.90290 -1.42515 -4.25743
H44 6.51651 1.08361 -3.99070
H45 3.69878 0.44569 -3.27806
H46 4.43161 0.61284 -4.99872
H47 4.25928 1.92683 -3.89532
H48 6.82182 0.81247 -1.71382
C19 1.07927 4.20204 2.88905
C20 1.97408 4.44750 1.62700
C21 3.16991 5.41458 1.93312
O7 2.61450 3.23061 1.48590
H49 0.91217 5.14735 3.40535
H50 1.60126 3.65034 3.67087
H51 0.09677 3.85259 2.57173
H52 1.24897 4.71623 0.85882
H53 3.83534 5.39895 1.06995
H54 3.59509 5.14401 2.89961
H55 2.90035 6.47025 1.90140
H56 3.30069 3.07127 2.13810
C22 0.43062 1.07451 5.50327
C23 0.78511 -0.32547 4.78468
C24 -0.44380 -0.86379 3.95433
O8 -0.22312 -2.09318 3.20352
C25 -1.24789 -2.48073 2.34498
N1 1.93889 -0.06593 3.97969
H57 -0.31133 0.90656 6.28391
H58 -0.18498 1.65813 4.81878
H59 1.20150 1.66798 5.99483
H60 0.93397 -0.94821 5.66680
H61 -0.57232 -0.10090 3.18648
H62 -1.44115 -0.95566 4.38439
H63 -2.19886 -2.79797 2.77291
H64 -0.93152 -3.19814 1.58780
H65 -1.40512 -1.55342 1.79408
H66 1.92190 0.92578 3.78911
H67 1.76211 -0.54899 3.11049
C26 -4.75575 6.08817 -1.31616
C27 -3.23208 6.17157 -0.87103
C28 -2.56803 4.80476 -0.75938
O9 -2.41019 4.18193 -2.06202
C29 -1.73686 2.91449 -1.92405
N2 -2.39746 7.08494 -1.76274
H68 -5.37693 5.69218 -0.51277
H69 -4.90230 5.54687 -2.25084
H70 -5.14774 7.09547 -1.45679
H71 -3.41465 6.61705 0.10688
H72 -3.22774 4.29777 -0.05523
H73 -1.62452 5.03262 -0.26344
H74 -0.79236 3.00942 -1.38834
H75 -1.50334 2.54577 -2.92286
H76 -2.32299 2.18363 -1.36693
H77 -2.65690 6.86452 -2.71364
H78 -2.72458 8.03654 -1.67578

As for the expectation value of S²: 0.755. The total energy is -1937.84203 Ha. Its total charge is +1. As for the spin multiplicity: 2. As for the molecular weight: 598.9 g mol⁻¹. Its LUMO energy (alpha / beta) is -2.54 / -8.88 eV. As for the orbital gap (alpha / beta): 8.4 / 2.1 eV.

Atom charges from the Mulliken analysis, given in e for atoms 1 to 5: number 1, C, carries -1.52; number 2, C, carries 0.67; number 3, C, carries -1.15; number 4, O, carries -0.50; number 5, H, carries 0.37

---

The following is a DFT calculation (ωB97M-V/def2-TZVPD) of a 7-piece molecular cluster, C29H78N6O8 overall in a non-equilibrium geometry.

Positions of all 121 atoms, in Å:
C1 -26.80079 -5.32505 8.92418
O1 -25.63683 -4.50927 8.80503
C2 -24.72229 -4.57488 9.83671
C3 -23.41283 -3.81618 9.49325
C4 -22.86642 -4.16986 8.08971
N1 -22.28446 -4.32298 10.37395
H1 -27.62290 -4.77451 9.38151
H2 -26.63774 -6.21350 9.53423
H3 -27.04219 -5.65961 7.91527
H4 -25.06100 -4.15855 10.78542
H5 -24.56015 -5.60824 10.14326
H6 -23.59125 -2.74115 9.46888
H7 -23.36694 -5.05253 7.69164
H8 -21.79082 -4.31923 7.99539
H9 -23.16665 -3.40630 7.37212
H10 -22.45878 -4.03818 11.32715
H11 -21.51123 -3.77261 10.02855
C5 -29.59943 -7.59055 1.24909
O2 -30.38665 -6.56255 0.67826
C6 -30.05222 -5.14891 0.74494
C7 -30.22983 -4.52203 2.16052
C8 -30.46776 -2.91466 1.94853
N2 -29.03667 -4.63856 3.04505
H12 -29.27941 -7.47816 2.28498
H13 -28.72264 -7.71442 0.61349
H14 -30.07663 -8.56598 1.34354
H15 -29.03638 -5.21215 0.35486
H16 -30.43978 -4.51892 -0.05569
H17 -31.01243 -5.07791 2.67688
H18 -31.32607 -2.73104 1.30224
H19 -29.56824 -2.42155 1.58000
H20 -30.72703 -2.57883 2.95257
H21 -28.99068 -4.09813 3.89705
H22 -28.33059 -4.14656 2.51639
C9 -33.50523 -13.32197 -4.15066
O3 -32.32479 -13.74339 -3.52946
C10 -32.46319 -14.11655 -2.22532
C11 -31.17195 -13.83710 -1.38778
C12 -29.83168 -14.29090 -1.88740
N3 -31.28413 -14.53954 -0.18603
H23 -33.86170 -12.29790 -4.03964
H24 -34.25419 -14.05884 -3.86055
H25 -33.58738 -13.42141 -5.23300
H26 -33.31250 -13.61206 -1.76458
H27 -32.62590 -15.17895 -2.04389
H28 -31.11792 -12.81828 -1.00415
H29 -29.88736 -15.37865 -1.92979
H30 -29.03221 -13.90803 -1.25309
H31 -29.62782 -14.05642 -2.93218
H32 -30.64156 -15.31634 -0.24747
H33 -32.23857 -14.73877 0.07747
C13 -33.79372 -11.07854 5.60471
O4 -33.03826 -11.18460 6.76019
C14 -32.84987 -9.95011 7.51027
C15 -31.89532 -10.33608 8.70286
C16 -32.48380 -11.33220 9.67464
N4 -31.63380 -9.13925 9.61272
H34 -33.39059 -10.42018 4.83519
H35 -34.78501 -10.78728 5.95196
H36 -33.90433 -12.03088 5.08613
H37 -32.66262 -9.14041 6.80500
H38 -33.82014 -9.76796 7.97233
H39 -30.96067 -10.55582 8.18688
H40 -32.04193 -12.27142 9.34193
H41 -33.57200 -11.38842 9.64711
H42 -32.18816 -11.16049 10.70964
H43 -31.36411 -9.64569 10.44392
H44 -32.49958 -8.62358 9.68062
C17 -28.37611 -13.39115 13.13629
O5 -28.98534 -14.38640 12.30106
C18 -28.34037 -14.67333 10.94638
C19 -28.84153 -15.95780 10.33754
C20 -29.04988 -17.06047 11.44534
N5 -27.88268 -16.52315 9.35413
H45 -28.89346 -13.20172 14.07680
H46 -28.39790 -12.49930 12.51001
H47 -27.32637 -13.62171 13.31793
H48 -28.48791 -13.90668 10.18573
H49 -27.25491 -14.73472 11.02451
H50 -29.78272 -15.72428 9.83983
H51 -29.80116 -16.83329 12.20169
H52 -28.16480 -16.93204 12.06844
H53 -29.18405 -18.07994 11.08370
H54 -28.41494 -16.81812 8.54803
H55 -27.30957 -15.76340 9.01587
C21 -21.82449 -6.45989 1.35975
O6 -21.10522 -6.12642 0.19522
C22 -21.57861 -7.08119 -0.86758
C23 -20.78747 -6.99486 -2.17123
N6 -19.34288 -7.08315 -2.00458
C24 -18.40403 -6.82453 -3.09962
C25 -16.99505 -6.75895 -2.55783
O7 -16.80185 -5.45486 -1.97269
C26 -15.69985 -5.50701 -1.12002
H56 -22.87509 -6.74853 1.39222
H57 -21.75990 -5.56896 1.98436
H58 -21.39495 -7.32373 1.86708
H59 -22.63506 -6.99170 -1.12058
H60 -21.42521 -8.08887 -0.48139
H61 -20.78331 -6.03815 -2.69352
H62 -21.11855 -7.81046 -2.81410
H63 -18.96767 -6.51594 -1.25786
H64 -18.51496 -5.78437 -3.40596
H65 -18.56251 -7.41751 -4.00037
H66 -16.27987 -6.80330 -3.37920
H67 -16.71517 -7.62121 -1.95261
H68 -14.82539 -5.79759 -1.70224
H69 -15.84791 -6.27792 -0.36379
H70 -15.51868 -4.54874 -0.63319
C27 -24.85086 -11.35321 3.98362
C28 -26.22202 -11.01507 4.65305
C29 -27.28460 -12.00024 4.48187
O8 -26.07209 -10.86025 6.05145
H71 -24.80340 -11.25522 2.89907
H72 -24.46033 -12.34859 4.19533
H73 -24.14615 -10.57282 4.27082
H74 -26.46423 -9.98049 4.40998
H75 -27.05232 -12.96340 4.93626
H76 -27.44524 -12.21502 3.42538
H77 -28.27423 -11.79167 4.88838
H78 -25.90860 -9.95015 6.30952

The total energy is -2081.77143 Ha. For the relative energy (zero: lowest compared OMol25 entry of this formula, charge and spin), the calculation gives 4.295 eV. As for the molecular weight: 639.0 g mol⁻¹. Its LUMO energy is 0.22 eV. As for the orbital gap: 8.4 eV.

Atom charges from the Mulliken analysis, given in e for atoms 1 to 5: number 1, C, carries -0.69; number 2, O, carries -0.28; number 3, C, carries -0.86; number 4, C, carries 0.57; number 5, C, carries -1.17